Computed, not measured: 5 unconnected molecules or ions with the total composition H10O5 in a non-equilibrium geometry, with wB97M-V/def2-TZVPD.

The geometry in XYZ format:
```
15
Properties=species:S:1:pos:R:3
H -1.6925 -1.0643 0.0805
H -1.3661 -2.5366 0.4926
H -1.2424 1.2875 -0.5954
H -2.5693 1.1354 0.3126
H 1.0618 2.6481 -0.0942
H 0.8693 1.2475 0.5802
H 1.8080 -0.4698 0.4915
H 0.6799 -0.7631 1.3413
H 1.2307 -0.0068 -1.4058
H 0.6935 -1.2714 -0.9565
O -0.9632 -1.6797 0.2509
O -2.0135 0.6623 -0.3356
O 0.5492 1.8813 -0.1050
O 1.4119 -0.1695 1.3105
O 1.5428 -0.9010 -1.3676
```

HOMO level   -11.35 eV
Lowest unoccupied orbital energy   0.55 eV
F_max   0.0492 hartree/bohr
ΔE to the lowest compared entry with this formula, charge and spin   0.479 eV

Mulliken population analysis, charges in e, atoms 1 to 2: 0.368, 0.297

Computed, not measured: 5 unconnected molecules or ions with the total composition H10O5, with wB97M-V/def2-TZVPD.

The geometry in XYZ format:
```
15
Properties=species:S:1:pos:R:3
O 1.7059 -2.5570 0.8748
H 2.1838 -2.7849 1.6819
H 2.3532 -2.6672 0.1673
O -0.0221 -0.1065 0.6797
H 0.4764 -0.5625 1.3714
H -0.0277 -0.7512 -0.0375
O -1.8974 2.0527 1.2949
H -1.4976 2.7329 1.8467
H -1.2020 1.3893 1.1569
O 1.8904 2.2007 -0.3625
H 1.9327 1.6749 -1.1683
H 1.5573 1.5766 0.2963
O -2.4177 -1.0822 -2.7703
H -1.7730 -0.4854 -2.3741
H -3.2623 -0.6301 -2.6572
```

HOMO level   -10.86 eV
Lowest unoccupied orbital energy   0.04 eV
F_max   0.0059 hartree/bohr
ΔE to the lowest compared entry with this formula, charge and spin   1.070 eV

Mulliken population analysis, charges in e, atoms 1 to 2: -0.630, 0.314

Computed, not measured: 5 unconnected molecules or ions with the total composition H10O5, with wB97M-V/def2-TZVPD.

The geometry in XYZ format:
```
15
Properties=species:S:1:pos:R:3
O -2.2515 -1.9312 0.4830
H -1.4037 -1.8673 0.0433
H -2.8942 -1.8217 -0.2178
O 0.5984 -1.9486 -2.0470
H 0.6580 -1.1431 -1.5334
H 1.4755 -2.3290 -1.9994
O -0.0248 0.1522 -0.3443
H -0.7118 0.6841 0.0574
H 0.7269 0.2497 0.2403
O -1.3059 1.9650 1.3814
H -1.7261 2.8015 1.1814
H -0.8849 2.1048 2.2296
O 2.7631 0.7140 0.3200
H 2.4436 1.4788 0.7986
H 2.5375 0.8908 -0.5932
```

HOMO level   -10.76 eV
Lowest unoccupied orbital energy   0.13 eV
F_max   0.0122 hartree/bohr
ΔE to the lowest compared entry with this formula, charge and spin   0.951 eV

Mulliken population analysis, charges in e, atoms 1 to 2: -0.656, 0.338

What is the formula in the second record?
H10O5